Record 1
{"formula": "C37H35CaNO7Te", "method": "the ωB97M-V functional and the def2-TZVPD basis", "e_above_lowest_ev": 0.000, "homo_lumo_gap_ev": 7.80, "lumo_energy_ev": -0.6, "e_tot_ev": -80496.787, "multiplicity": 1, "symbols": ["Ca", "O", "C", "O", "C", "C", "C", "C", "C", "N", "C", "O", "O", "H", "H", "H", "H", "H", "O", "C", "C", "O", "O", "C", "C", "C", "C", "C", "C", "C", "C", "C", "C", "C", "C", "H", "H", "H", "H", "H", "H", "H", "H", "H", "H", "H", "C", "C", "C", "C", "H", "H", "H", "H", "H", "H", "H", "H", "H", "Te", "C", "C", "C", "C", "C", "C", "C", "C", "C", "C", "C", "C", "H", "H", "H", "H", "H", "H", "H", "H", "H", "H"], "xyz": [[0.717, 0.332, 0.108], [-1.111, -1.054, 4.185], [-0.811, -0.684, 2.943], [0.247, -0.175, 2.642], [-1.884, -0.955, 1.943], [-3.043, -1.653, 2.202], [-3.908, -1.866, 1.129], [-3.584, -1.376, -0.121], [-2.392, -0.664, -0.287], [-1.575, -0.472, 0.738], [-1.908, -0.036, -1.609], [-2.444, -0.842, -2.672], [-0.562, -0.023, -1.644], [-0.344, -0.858, 4.744], [-3.254, -2.029, 3.192], [-4.824, -2.422, 1.276], [-4.219, -1.541, -0.979], [-1.651, -1.247, -3.044], [2.190, 1.866, -0.962], [3.561, 1.458, -1.203], [3.856, 0.240, -0.260], [5.026, -0.077, -0.140], [2.830, -0.304, 0.264], [4.422, 2.662, -0.852], [4.761, 3.607, -1.812], [5.405, 4.784, -1.449], [5.709, 5.029, -0.120], [5.376, 4.086, 0.846], [4.741, 2.911, 0.482], [3.716, 0.973, -2.634], [4.993, 0.717, -3.131], [5.158, 0.244, -4.421], [4.051, 0.015, -5.230], [2.781, 0.252, -4.734], [2.609, 0.725, -3.437], [1.998, 2.634, -1.517], [4.523, 3.424, -2.853], [5.671, 5.508, -2.210], [6.213, 5.944, 0.165], [5.621, 4.265, 1.886], [4.501, 2.171, 1.236], [5.850, 0.873, -2.488], [6.155, 0.046, -4.795], [4.182, -0.354, -6.240], [1.911, 0.061, -5.350], [1.605, 0.873, -3.058], [-4.819, 1.007, -2.673], [-3.980, 1.638, -1.565], [-4.243, 3.142, -1.507], [-2.478, 1.394, -1.727], [-5.878, 1.228, -2.524], [-4.687, -0.072, -2.730], [-4.524, 1.413, -3.644], [-4.301, 1.214, -0.603], [-3.891, 3.625, -2.423], [-3.732, 3.604, -0.660], [-5.309, 3.353, -1.408], [-1.946, 1.987, -0.973], [-2.143, 1.760, -2.703], [0.587, 3.329, 1.645], [-1.411, 3.724, 2.182], [-1.735, 4.926, 2.805], [-3.053, 5.201, 3.140], [-4.051, 4.275, 2.864], [-3.731, 3.074, 2.251], [-2.413, 2.798, 1.908], [0.583, 4.518, -0.102], [1.786, 5.062, -0.541], [1.819, 5.785, -1.727], [0.659, 5.978, -2.464], [-0.541, 5.445, -2.012], [-0.580, 4.711, -0.836], [-0.960, 5.649, 3.023], [-3.301, 6.139, 3.619], [-5.078, 4.493, 3.126], [-4.506, 2.351, 2.025], [-2.171, 1.865, 1.415], [2.700, 4.920, 0.024], [2.760, 6.196, -2.068], [0.689, 6.544, -3.386], [-1.452, 5.590, -2.581], [-1.520, 4.294, -0.496]], "mulliken_charge": [1.810, -0.468, 0.358, -0.575, 0.285, -0.792, -0.716, -0.969, -0.402, 0.511, 1.096, -0.572, -0.989, 0.383, 0.565, 0.469, 0.485, 0.430, 0.234, 2.216, 0.053, -0.701, -1.129, 0.140, -0.074, -0.927, -0.407, -0.986, -0.491, -0.494, 0.125, -0.987, -0.413, -1.092, -0.398, -0.068, 0.403, 0.468, 0.397, 0.416, 0.470, 0.515, 0.390, 0.398, 0.448, 0.451, -1.752, 1.530, -1.394, -0.252, 0.440, 0.312, 0.355, -0.007, 0.353, 0.141, 0.420, -1.108, 0.928, 0.575, -0.565, -0.515, -0.678, -0.615, -0.681, 0.575, -0.162, -0.402, -0.426, -0.706, -0.484, 0.017, 0.437, 0.388, 0.403, 0.493, 0.443, 0.489, 0.463, 0.405, 0.426, 0.290]}

---

Record 2
{"formula": "C23H46Br12O5", "method": "the ωB97M-V functional and the def2-TZVPD basis", "e_above_lowest_ev": 0.000, "homo_lumo_gap_ev": 10.01, "lumo_energy_ev": 0.1, "e_tot_ev": -875345.771, "multiplicity": 1, "smiles": "CCOC(C)=O.CCOC(C)=O.CC(C)=O.BrCCBr.BrCCBr.BrCCBr.BrCCBr.BrCCBr.BrCCBr", "symbols": ["C", "C", "O", "C", "H", "H", "H", "H", "H", "H", "O", "C", "O", "C", "C", "C", "H", "H", "H", "H", "H", "H", "H", "H", "O", "C", "O", "C", "C", "C", "H", "H", "H", "H", "H", "H", "H", "H", "Br", "C", "C", "Br", "H", "H", "H", "H", "Br", "C", "C", "Br", "H", "H", "H", "H", "Br", "C", "C", "Br", "H", "H", "H", "H", "Br", "C", "C", "Br", "H", "H", "H", "H", "Br", "C", "C", "Br", "H", "H", "H", "H", "Br", "C", "C", "Br", "H", "H", "H", "H"], "xyz": [[1.842, -0.713, 1.113], [0.749, -0.133, 1.991], [0.998, 0.024, 3.167], [-0.483, 0.419, 1.347], [1.566, -1.770, 1.015], [2.851, -0.622, 1.503], [1.787, -0.309, 0.099], [-1.281, -0.305, 1.174], [-0.286, 0.833, 0.359], [-0.875, 1.125, 2.082], [-6.568, -1.777, -1.352], [-5.697, -2.596, -1.424], [-4.549, -2.581, -0.698], [-4.269, -1.453, 0.117], [-3.850, -0.234, -0.707], [-5.756, -3.805, -2.316], [-3.375, -1.725, 0.687], [-5.125, -1.280, 0.769], [-3.199, -0.478, -1.545], [-3.461, 0.593, -0.115], [-4.777, 0.146, -1.155], [-4.916, -3.896, -3.007], [-6.657, -3.745, -2.920], [-5.758, -4.719, -1.721], [1.030, 3.087, -4.274], [-0.083, 3.546, -4.330], [-0.980, 3.566, -3.353], [-0.603, 2.938, -2.115], [-1.823, 2.804, -1.242], [-0.579, 4.251, -5.569], [0.195, 3.447, -1.573], [-0.254, 1.940, -2.398], [-2.584, 2.181, -1.716], [-2.249, 3.779, -1.010], [-1.558, 2.284, -0.320], [-0.174, 3.769, -6.452], [-0.370, 5.318, -5.554], [-1.667, 4.135, -5.558], [5.501, 1.935, 2.503], [4.779, 3.190, 1.161], [3.749, 2.429, 0.314], [3.260, 3.619, -1.152], [5.551, 3.562, 0.491], [4.279, 4.054, 1.592], [2.878, 2.268, 0.948], [4.084, 1.452, -0.025], [-3.684, -6.280, -0.316], [-2.265, -5.024, -0.780], [-1.770, -4.250, 0.434], [-0.818, -2.686, -0.244], [-2.612, -4.359, -1.561], [-1.484, -5.693, -1.126], [-1.122, -4.865, 1.054], [-2.596, -3.939, 1.070], [2.601, -5.597, 0.025], [4.405, -4.935, -0.398], [4.335, -3.485, -0.846], [6.171, -2.775, -0.850], [4.786, -5.566, -1.192], [5.020, -5.007, 0.493], [3.728, -2.842, -0.214], [3.846, -3.459, -1.821], [1.162, 3.829, 2.746], [2.521, 3.619, 4.154], [2.554, 2.202, 4.685], [4.026, 2.191, 5.951], [2.210, 4.347, 4.893], [3.456, 3.840, 3.654], [2.701, 1.494, 3.877], [1.647, 1.968, 5.232], [1.026, -0.790, -3.890], [2.251, 0.453, -2.975], [3.448, 0.865, -3.797], [4.878, -0.473, -3.624], [2.566, 0.014, -2.032], [1.658, 1.336, -2.743], [3.845, 1.830, -3.500], [3.152, 0.921, -4.841], [-3.147, 1.971, 3.443], [-3.568, 0.551, 4.730], [-2.348, -0.193, 5.206], [-1.066, 1.008, 6.142], [-4.251, -0.061, 4.146], [-4.127, 0.959, 5.568], [-1.860, -0.762, 4.418], [-2.569, -0.911, 5.993]], "mulliken_charge": [-0.620, 0.492, -0.560, 0.528, 0.327, 0.470, -0.256, -0.261, -0.146, 0.064, -0.553, 0.709, -0.145, -0.249, -1.084, -0.983, 0.018, 0.297, 0.387, 0.227, 0.530, 0.260, 0.363, 0.177, -0.491, 0.748, -0.360, 0.573, -1.116, -1.155, 0.169, -0.135, 0.306, 0.444, 0.013, 0.321, 0.281, 0.368, -0.173, -0.766, -0.048, -0.189, 0.507, 0.426, -0.204, 0.440, -0.191, -0.628, -0.663, -0.050, 0.308, 0.451, 0.519, 0.327, -0.183, -0.634, -0.088, -0.154, 0.382, 0.411, -0.091, 0.369, -0.153, -0.544, -0.104, -0.120, 0.435, 0.263, 0.133, 0.050, -0.173, 0.574, -0.526, -0.196, 0.155, -0.602, 0.305, 0.466, -0.104, -0.591, -0.583, -0.109, 0.335, 0.367, 0.267, 0.418]}

---

Record 3
{"formula": "C5H11N3O", "method": "the ωB97M-V functional and the def2-TZVPD basis", "total_charge": 2, "e_above_lowest_ev": 0.000, "homo_lumo_gap_ev": 10.09, "lumo_energy_ev": -8.5, "e_tot_ev": -11863.518, "multiplicity": 1, "symbols": ["C", "C", "C", "C", "C", "N", "N", "N", "O", "H", "H", "H", "H", "H", "H", "H", "H", "H", "H", "H"], "xyz": [[1.757, -0.741, -0.650], [0.290, 0.633, -1.741], [0.023, 0.500, 0.222], [1.460, -0.882, 1.747], [-1.393, -0.017, 0.427], [1.100, -0.431, 0.424], [1.350, -0.195, -1.819], [-2.390, 0.910, -0.190], [-0.439, 1.231, -2.436], [2.608, -1.415, -0.638], [0.225, 1.473, 0.662], [0.602, -1.339, 2.242], [2.271, -1.603, 1.696], [1.781, -0.035, 2.357], [-1.634, -0.120, 1.491], [-1.493, -0.997, -0.047], [1.816, -0.387, -2.709], [-3.276, 0.418, -0.376], [-2.046, 1.293, -1.090], [-2.613, 1.704, 0.427]], "mulliken_charge": [0.086, 0.484, -0.618, -0.754, -0.676, 0.079, 0.010, -0.200, -0.413, 0.410, 0.422, 0.313, 0.321, 0.350, 0.413, 0.385, 0.297, 0.391, 0.303, 0.399]}

---

Record 4
{"formula": "C14H22N4", "method": "the ωB97M-V functional and the def2-TZVPD basis", "e_above_lowest_ev": 0.054, "homo_lumo_gap_ev": 8.42, "lumo_energy_ev": 0.7, "e_tot_ev": -20835.987, "multiplicity": 1, "smiles": "CCN(CC)CCCNc1nc2ccccc2[nH]1", "symbols": ["C", "H", "H", "H", "C", "N", "C", "C", "H", "H", "C", "N", "C", "N", "C", "C", "C", "C", "C", "C", "N", "H", "H", "H", "H", "H", "H", "H", "H", "H", "H", "C", "C", "H", "H", "H", "H", "H", "H", "H"], "xyz": [[-4.691, -0.298, 0.203], [-4.964, -0.030, -0.813], [-4.467, -1.361, 0.239], [-5.541, -0.111, 0.855], [-3.504, 0.544, 0.657], [-2.436, 0.582, -0.326], [-1.842, -0.700, -0.640], [-1.124, -1.413, 0.520], [-0.422, -0.716, 0.984], [-1.848, -1.722, 1.276], [-0.361, -2.655, 0.040], [0.683, -2.368, -0.923], [1.687, -1.492, -0.625], [2.280, -0.742, -1.512], [3.277, -0.084, -0.831], [4.214, 0.838, -1.275], [5.103, 1.348, -0.349], [5.073, 0.961, 0.989], [4.146, 0.045, 1.453], [3.256, -0.468, 0.530], [2.218, -1.369, 0.635], [1.953, -1.884, 1.456], [4.121, -0.255, 2.491], [5.789, 1.385, 1.678], [5.845, 2.067, -0.667], [4.239, 1.138, -2.310], [0.365, -2.237, -1.873], [0.091, -3.163, 0.899], [-1.052, -3.356, -0.433], [-1.125, -0.521, -1.446], [-2.626, -1.352, -1.034], [-1.463, 1.628, -0.047], [-1.939, 2.979, -0.577], [-2.824, 3.323, -0.049], [-1.154, 3.720, -0.452], [-2.179, 2.892, -1.633], [-1.249, 1.712, 1.032], [-0.529, 1.373, -0.553], [-3.847, 1.573, 0.788], [-3.151, 0.189, 1.642]], "mulliken_charge": [-1.412, 0.331, 0.277, 0.439, -0.304, 0.289, -1.405, 0.147, 0.289, 0.436, -1.297, -0.151, 0.186, -0.810, 0.607, -0.675, -0.429, -0.492, -0.899, 0.538, 0.072, 0.192, 0.384, 0.372, 0.371, 0.423, 0.358, 0.291, 0.479, 0.551, 0.304, -0.418, -1.362, 0.327, 0.435, 0.322, 0.258, 0.262, 0.396, 0.319]}

---

Record 5
{"formula": "CH4N2O3", "method": "the ωB97M-V functional and the def2-TZVPD basis", "e_above_lowest_ev": 1.757, "homo_lumo_gap_ev": 10.19, "lumo_energy_ev": 0.5, "e_tot_ev": -10220.670, "multiplicity": 1, "smiles": "O=C(NO)NO", "symbols": ["C", "H", "H", "H", "H", "N", "N", "O", "O", "O"], "xyz": [[0.152, 0.811, 0.143], [0.549, -2.018, 0.547], [1.393, 0.332, 1.601], [-1.373, 1.531, -1.081], [-0.732, -1.129, -1.155], [0.804, -0.187, 0.785], [-0.741, 0.669, -0.920], [1.160, -1.333, 0.192], [0.206, 1.959, 0.626], [-1.420, -0.634, -0.738]], "mulliken_charge": [0.568, 0.367, 0.323, 0.308, 0.357, -0.136, -0.241, -0.432, -0.670, -0.444]}

---

Record 6
{"formula": "C17H14FeI2N5O2S", "method": "the ωB97M-V functional and the def2-TZVPD basis", "total_charge": 2, "e_above_lowest_ev": 1.078, "homo_lumo_gap_ev": [6.64, 4.69], "lumo_energy_ev": [-7.2, -9.1], "e_tot_ev": -90810.995, "multiplicity": 2, "symbols": ["Fe", "N", "C", "C", "C", "C", "C", "C", "S", "N", "C", "C", "C", "C", "C", "C", "N", "H", "H", "H", "H", "H", "H", "H", "H", "H", "I", "I", "C", "N", "C", "C", "C", "O", "N", "C", "O", "H", "H", "H", "H", "H"], "xyz": [[0.055, -0.653, -0.392], [2.630, 2.308, 1.342], [3.555, 1.848, 2.269], [4.433, 2.739, 2.876], [5.350, 2.273, 3.794], [5.397, 0.913, 4.136], [4.545, 0.016, 3.535], [3.628, 0.477, 2.587], [2.591, -0.650, 1.797], [1.751, 0.244, 0.713], [1.840, 1.540, 0.583], [1.054, 2.160, -0.497], [1.408, 3.358, -1.090], [0.637, 3.834, -2.144], [-0.471, 3.111, -2.543], [-0.753, 1.918, -1.888], [0.005, 1.443, -0.905], [2.561, 3.313, 1.238], [4.398, 3.792, 2.624], [6.040, 2.964, 4.257], [6.104, 0.562, 4.875], [4.577, -1.036, 3.789], [2.287, 3.910, -0.784], [0.903, 4.757, -2.640], [-1.106, 3.456, -3.345], [-1.622, 1.327, -2.148], [1.346, -1.517, -2.579], [0.045, -3.822, -2.915], [-3.631, 1.457, 3.584], [-2.955, 0.424, 2.801], [-3.366, -0.865, 2.796], [-2.776, -1.820, 2.033], [-1.694, -1.392, 1.233], [-1.015, -2.124, 0.429], [-1.283, -0.123, 1.267], [-1.870, 0.846, 2.015], [-1.500, 2.008, 2.036], [-4.408, 1.006, 4.194], [-4.066, 2.198, 2.917], [-2.906, 1.967, 4.214], [-4.204, -1.101, 3.437], [-3.110, -2.845, 2.026]], "mulliken_charge": [0.220, -0.012, 0.436, -0.754, -0.619, -0.644, -0.692, 1.030, -0.022, -0.193, 0.976, 0.294, -0.807, -0.600, -0.702, -0.332, 0.375, 0.257, 0.413, 0.430, 0.431, 0.427, 0.485, 0.475, 0.454, 0.543, 0.126, 0.120, -0.880, 0.057, 0.314, -1.326, 1.313, -0.704, -0.151, 0.151, -0.664, 0.298, 0.314, 0.311, 0.369, 0.482]}